1.
143
Properties=species:S:1:pos:R:3:forces:R:3 method="wB97M-V/def2-TZVPD" charge=-2 spin_multiplicity=1 lumo_energy_ev=2.92 e_tot_ha=-5422.9948 relative_energy_kj_mol=0.0 homo_lumo_gap_ev=4.6426
Ba 1.056154 -0.074256 -0.785086 0.80 2.01 3.15
Te -1.878381 4.917796 -2.826202 -0.30 0.42 -0.05
Sb -1.711529 -0.735682 3.573883 0.16 -0.15 0.17
S -1.335994 -5.118379 0.948533 0.06 -0.11 -0.04
S 0.403830 -1.446343 -3.284906 -0.24 -0.48 -0.97
P 0.519306 3.680105 -0.980516 0.37 -0.29 -0.40
P -0.592897 1.958129 -2.997443 -0.43 0.01 -0.31
O -0.357266 -1.580573 -2.011458 -0.28 -0.77 -1.65
O 1.617535 -0.617021 -3.063684 -0.36 -1.00 -1.42
O -0.392557 -1.058873 -4.425156 0.12 -0.05 0.25
N -0.658414 1.524828 1.428099 0.00 0.01 0.11
N 2.532024 1.625804 2.756521 0.14 0.23 -0.06
N 2.504727 -2.560865 -0.745324 0.22 -0.79 -0.17
N 3.347577 0.356662 0.846772 -0.17 -0.02 0.23
N 0.043699 -3.016958 0.483425 -0.29 -0.20 0.13
N 2.929166 -4.741354 -1.038330 0.04 0.24 -0.03
N -0.607618 2.726345 1.888369 -0.38 0.40 0.13
N 4.784329 0.955654 2.419344 -0.09 0.01 -0.05
N 4.581641 -0.093977 0.544104 -0.02 -0.24 -0.43
N 0.518985 0.909340 1.671080 -0.01 0.01 0.20
N 0.306429 8.525113 -5.363467 0.02 0.23 -0.08
N 0.589776 2.982580 2.425754 -0.10 -0.05 0.01
N 5.414742 0.261683 1.453475 0.46 0.04 0.19
C -3.636806 -2.942581 3.990717 -0.06 -0.04 -0.06
C 2.778677 2.776775 -2.499949 -0.14 -0.07 -0.23
C 0.113531 7.320961 0.815814 0.01 0.11 0.04
C -3.080382 0.564207 -3.167277 0.11 -0.20 -0.19
C -0.741946 2.304224 -7.607563 0.11 -0.02 -0.11
C -4.338929 0.177430 6.033904 -0.09 0.12 0.10
C 0.413983 1.916450 -6.940490 0.01 0.04 -0.13
C 0.997014 -3.081788 -3.685841 -0.05 0.07 0.03
C 5.817981 -3.547106 -3.011545 0.05 0.08 -0.04
C 1.630691 7.643982 -1.017071 0.00 0.06 -0.01
C 0.906165 -2.038486 4.796274 0.04 -0.02 0.03
C -0.967204 6.457939 -3.949228 0.06 -0.18 0.02
C -2.463968 3.409159 4.737420 -0.08 -0.04 -0.08
C -0.973881 -2.023979 6.285512 -0.13 -0.02 0.01
C 2.306188 3.318793 -1.315068 -0.16 0.15 0.03
C 3.669631 -2.703103 -1.494296 -0.18 -0.15 0.00
C 1.087467 -2.973278 7.027212 0.07 -0.06 0.07
C 1.588312 -1.719835 3.506368 0.09 0.03 -0.11
C -2.838032 2.045747 -1.307561 0.07 0.08 0.16
C -4.670740 -3.773967 4.384674 -0.02 -0.05 0.02
C 1.251670 1.845452 2.261819 0.29 -0.19 0.20
C -2.321650 1.507593 -2.481066 0.35 0.15 -0.12
C 0.147280 6.212889 -4.741435 -0.07 -0.03 0.13
C 4.547887 3.197042 -0.413987 0.16 -0.06 -0.03
C 0.910288 8.159072 0.051306 -0.04 0.10 0.06
C -1.106893 -3.424805 0.914792 0.22 0.26 -0.07
C -0.432168 -1.709071 5.042275 -0.12 -0.05 0.02
C -4.341600 0.210213 -2.724961 -0.16 -0.02 0.05
C -4.420070 -1.178576 5.396598 0.00 0.12 0.09
C -0.728019 2.643702 6.195456 0.09 -0.02 0.13
C -1.903306 2.384736 -5.504376 -0.23 0.03 0.04
C 5.020549 -4.517982 -2.444640 -0.06 0.06 0.04
C -0.767561 8.743867 -4.611525 -0.11 0.18 0.01
C -5.464788 -2.013763 5.781420 -0.17 0.05 0.14
C -1.435664 7.763058 -3.903060 -0.02 0.04 -0.03
C -4.098133 1.687813 -0.856199 -0.07 -0.01 0.06
C 0.732357 7.266267 -5.415013 0.24 -0.16 -0.15
C 5.545981 -2.179606 -2.838054 0.07 -0.05 -0.03
C -5.603856 -3.296183 5.287452 -0.03 -0.13 -0.02
C -1.567968 3.650020 5.763216 0.01 0.13 0.10
C -3.482450 -1.642595 4.469517 0.06 -0.16 -0.14
C -4.862179 0.777609 -1.567819 -0.05 -0.06 -0.05
C -0.260548 3.655797 -2.650051 0.18 -0.02 0.77
C 4.116251 2.424937 -2.639803 0.11 -0.05 -0.01
C 0.402282 1.769041 -5.567493 0.02 -0.09 0.04
C 3.941776 -4.059076 -1.694957 0.06 -0.28 0.08
C 2.101578 -3.788098 -0.512778 -0.18 0.48 0.17
C -2.536698 2.167354 4.124276 0.05 -0.08 -0.03
C -3.471280 1.961845 2.966176 -0.30 -0.05 0.25
C 0.025224 5.972479 0.506366 -0.04 -0.07 0.08
C -0.234053 -2.651077 7.273711 -0.08 -0.04 0.13
C 1.540992 6.298126 -1.319269 -0.02 -0.05 -0.12
C 1.642594 -2.664771 5.799707 0.08 -0.03 0.04
C 0.235117 -5.319785 0.313049 0.24 0.53 -0.07
C -0.796652 1.391671 5.603102 0.03 0.00 0.04
C 0.813919 -4.088956 0.122088 0.11 -0.31 -0.07
C -0.753617 2.006306 -4.826861 0.14 -0.07 0.15
C -1.705341 1.136701 4.588123 0.02 0.27 -0.35
C 0.729485 5.452061 -0.570774 -0.13 0.01 -0.07
C -1.897862 2.531124 -6.885096 -0.13 0.02 0.00
C 5.004032 2.631977 -1.599471 0.05 -0.01 -0.03
C 3.527485 0.985859 2.003062 -0.27 0.20 0.23
C 4.482056 -1.737389 -2.084427 0.01 0.01 -0.06
C 3.216927 3.521467 -0.274082 -0.17 0.04 0.18
H -4.066701 1.047536 3.077820 -0.03 0.04 0.02
H -2.913105 -3.334425 3.287010 0.11 -0.05 -0.10
H 2.252056 8.292931 -1.620130 0.04 0.04 -0.03
H 1.576998 -0.652990 3.313846 0.01 0.20 -0.07
H 2.097378 5.891497 -2.151833 0.05 -0.04 -0.12
H 4.457206 1.987983 -3.570016 0.03 -0.03 -0.06
H -3.359361 0.359619 6.471993 0.04 0.02 0.02
H -2.007610 -1.782938 6.493043 -0.07 0.02 0.02
H -1.111125 9.772729 -4.558581 -0.01 0.04 -0.02
H -0.129945 0.611916 5.943090 0.06 -0.05 0.02
H 2.680345 -2.904045 5.605275 0.05 -0.01 -0.02
H 1.606909 7.087215 -6.033075 0.03 0.00 -0.02
H 0.554826 5.212909 -4.797223 0.07 -0.13 0.01
H 6.193061 -1.451360 -3.306746 0.03 0.02 -0.02
H -2.294889 8.029292 -3.304218 -0.08 0.02 0.11
H -0.738959 2.421266 -8.684618 0.01 0.00 -0.03
H 2.886175 2.420305 3.272450 -0.03 -0.13 -0.06
H -1.515019 4.633319 6.211139 0.01 0.06 0.02
H 6.669013 -3.843058 -3.610198 0.04 -0.01 -0.02
H 5.230038 3.343528 0.411144 0.05 -0.02 0.09
H -0.579234 5.306423 1.108959 -0.05 -0.04 0.02
H 0.237790 -3.553226 -4.297912 -0.12 -0.05 -0.07
H -4.923036 -0.509679 -3.289197 -0.01 -0.04 0.02
H -4.159795 2.803544 2.864058 0.01 -0.04 0.02
H 2.093723 2.647017 -3.329668 -0.01 0.01 0.02
H 6.041233 2.340157 -1.694582 0.05 -0.02 0.00
H -0.011810 2.827452 6.985409 0.04 0.01 0.02
H 2.858083 3.930734 0.665312 -0.01 0.01 0.02
H -0.440301 7.716192 1.657778 -0.02 0.03 0.04
H 4.288810 -0.686389 -1.960465 -0.02 0.12 0.11
H 5.215378 -5.572034 -2.586969 0.01 -0.05 0.00
H -2.807451 2.827017 -7.392242 -0.04 0.03 -0.03
H 1.686426 -3.461918 7.785463 0.02 -0.01 0.03
H 1.165541 -3.664034 -2.791135 0.05 -0.01 0.18
H -1.874778 -2.749084 1.231897 -0.28 0.21 0.11
H 1.294934 1.433861 -5.057518 0.08 -0.03 0.07
H -3.102142 4.207091 4.381862 -0.04 0.07 -0.04
H 2.630002 -2.038278 3.518401 0.01 -0.01 -0.02
H -0.693766 -2.890827 8.225214 0.00 0.03 0.02
H -5.092078 0.267884 6.817933 0.00 0.01 0.02
H 1.091075 -2.191811 2.661871 -0.06 -0.04 -0.13
H -6.183999 -1.640453 6.504083 0.00 -0.01 -0.02
H 2.808393 -5.736983 -0.985147 -0.01 0.08 0.00
H 0.635543 -6.291753 0.100380 0.08 -0.16 -0.03
H 1.920773 -2.977453 -4.242164 0.13 0.05 -0.12
H -2.818614 2.567445 -4.953277 0.07 0.01 -0.03
H 0.973904 9.214670 0.287895 0.00 0.02 0.01
H -5.850341 0.502028 -1.220145 -0.03 0.00 0.01
H -2.238241 2.733656 -0.720248 0.00 0.03 0.00
H -2.909222 1.874062 2.046001 0.20 -0.04 -0.25
H 1.323452 1.719984 -7.493809 0.04 -0.01 -0.04
H -6.428164 -3.917168 5.612168 -0.04 -0.04 0.01
H -2.667052 0.090407 -4.050238 -0.01 0.03 0.00
H -4.507035 0.976410 5.313609 -0.01 0.01 -0.01
H -4.480662 2.124629 0.055900 -0.03 0.02 0.08
H -4.741646 -4.779692 3.992216 -0.01 -0.05 -0.02

2.
74
Properties=species:S:1:pos:R:3:forces:R:3 method="wB97M-V/def2-TZVPD" spin_multiplicity=1 lumo_energy_ev=0.25 e_tot_ha=-2216.7644 homo_lumo_gap_ev=9.0848
S 0.000985 -0.644061 -0.736051 -0.17 1.89 0.83
S 5.044455 2.241509 0.214479 2.18 0.79 -0.95
O 5.427625 3.703109 0.083249 -0.73 -1.42 0.13
O -1.665235 3.979749 0.229569 0.74 -0.29 0.55
O -1.218875 0.149889 -1.151901 0.20 -0.85 -0.23
O -2.933605 -0.889741 -4.862701 0.96 -0.39 0.43
O 3.268425 -3.306881 3.565639 -1.94 -3.87 0.96
N 3.121515 0.041029 -4.629701 -2.00 0.33 0.67
N -0.815355 -4.228351 1.190279 -0.40 -1.56 -1.78
N 1.308775 1.977689 2.568439 0.19 -0.07 0.07
N -3.397035 -0.975791 2.866289 -1.27 0.25 -1.34
C -4.173405 -0.846091 2.009769 1.52 0.11 1.69
C -0.247335 -0.930601 1.047339 -0.18 0.10 0.10
C -1.022225 -6.115881 -0.680421 0.67 1.36 1.06
C -5.119015 -0.693441 0.908969 0.69 -1.25 0.63
C -3.273505 2.313829 -0.067551 0.72 -0.81 -0.38
C 0.771325 2.020929 3.581019 -1.22 0.31 -0.30
C 3.982845 -2.420121 3.315049 -0.14 3.90 -0.36
C -2.830715 3.688329 0.141269 -0.13 2.39 -1.39
C 3.370835 -1.120491 2.935489 -0.13 1.54 0.13
C -3.783675 -1.106601 -2.586381 0.87 -0.85 1.85
C 1.244075 0.704119 -0.532431 0.11 -0.21 0.50
C 0.089815 2.041639 4.874779 0.87 -0.44 0.73
C -3.803725 4.842439 0.017259 -1.00 0.60 1.88
C 1.989225 0.150089 -4.373431 0.95 -0.75 -0.35
C 4.778685 1.575619 -1.465061 -0.04 0.37 -0.29
C -5.167265 -0.383671 -4.449971 -0.41 0.16 -0.65
C 0.512475 0.252159 -4.171151 0.80 -0.23 -0.79
C 5.424515 -2.431251 3.351559 2.23 -1.96 0.61
C 6.688355 1.358059 0.416559 -1.45 -0.86 0.72
C -3.805125 -0.854661 -4.034661 -1.46 0.18 -0.53
C -0.951645 -5.022221 0.345269 0.10 1.01 0.96
H -5.240305 0.664509 -4.160021 -0.04 0.19 -0.20
H 3.617325 -0.284271 3.589769 0.34 -0.21 0.68
H -5.220705 -0.493451 -5.533111 -0.28 0.24 0.07
H 6.954505 1.470459 1.467569 0.61 0.89 -0.27
H -6.002145 -0.884221 -3.959531 0.14 -0.18 -0.01
H 0.906605 2.356219 5.524399 -0.21 -0.12 0.58
H -0.587355 -0.003711 1.509249 0.26 0.25 -0.24
H 0.007145 -6.187051 -1.031761 -0.03 -0.48 -0.04
H 2.053915 0.364849 0.113439 0.17 -0.15 -0.19
H 5.469615 1.995019 -2.196371 0.38 0.19 0.37
H -4.564535 -1.082281 0.054879 -0.15 0.78 -0.46
H 0.053885 0.096239 -5.147611 0.03 0.73 -0.26
H 3.841475 -0.720681 2.037299 -0.59 -0.25 -0.64
H -4.017515 -0.163191 -2.093021 0.37 0.22 0.05
H 0.661015 -1.283251 1.535849 -0.01 -0.06 -0.20
H 2.283515 -1.165061 2.997509 0.13 -0.11 -0.73
H -5.492435 0.330159 0.879079 -0.10 -0.35 -0.41
H 0.028135 -0.578861 -3.658381 0.59 0.21 0.77
H 3.800475 1.881309 -1.836241 -0.13 -0.30 0.31
H 4.926455 0.495689 -1.462361 -0.38 0.00 0.10
H -1.332095 -6.996801 -0.118231 -0.08 -0.16 -0.59
H 6.497805 0.285019 0.435949 -0.35 -0.25 -0.51
H -5.848045 -1.483211 1.090269 -0.65 0.49 -0.05
H -0.212975 1.030859 5.148149 0.22 -0.09 -0.06
H -4.121695 2.234609 -0.747551 -0.29 -0.03 0.48
H -4.826405 4.590599 0.297959 -0.31 -0.43 -0.84
H 0.318945 1.236589 -3.745051 -0.47 -0.28 -0.02
H -1.052385 -1.643981 1.223669 0.20 -0.22 -0.40
H -1.626855 -5.836921 -1.543381 -0.28 -0.19 0.36
H -2.397945 1.899189 -0.567111 -0.17 -0.69 0.12
H 0.792295 1.544949 -0.006121 -0.45 -0.23 0.04
H -3.362745 1.828949 0.904579 -0.40 -0.28 -0.12
H 7.420885 1.546079 -0.368391 -0.09 0.57 0.35
H 5.900905 -1.698431 4.002809 -0.17 0.55 -0.65
H -4.566105 -1.760631 -2.201491 -0.48 -0.14 -0.74
H -3.752395 5.503769 -0.847681 0.14 -0.62 -0.29
H -0.770775 2.664869 5.117819 0.17 0.35 -1.01
H -2.890395 -1.546341 -2.142801 0.38 0.55 -0.36
H 5.727965 -3.377981 3.798479 -0.01 -0.24 0.03
H 1.630765 1.106149 -1.468881 -0.14 -0.56 -0.19
H 5.792385 -2.518681 2.329249 0.32 0.71 -0.02
H -3.616365 5.512579 0.856249 0.67 0.22 0.06

3.
42
Properties=species:S:1:pos:R:3:forces:R:3 method="wB97M-V/def2-TZVPD" charge=-2 spin_multiplicity=1 lumo_energy_ev=3.30 e_tot_ha=-16118.4473 relative_energy_kj_mol=0.0 homo_lumo_gap_ev=4.9343
Pt 1.222369 1.501714 1.628172 -0.22 -0.01 -0.05
I 2.770313 -4.214212 0.143967 -0.05 0.05 0.01
Sb 0.078315 3.351702 4.454935 0.01 0.20 0.02
Se 0.984955 1.872301 -0.841646 -0.01 -0.23 -0.04
Se 1.489375 5.126133 5.307164 -0.05 -0.04 0.00
Se -2.015660 2.951488 5.591782 -0.02 -0.04 0.01
Se -0.209374 3.435434 1.932239 0.07 -0.07 -0.03
Se 1.343140 -1.421172 -2.580899 0.00 0.08 0.00
Se 1.410648 1.242168 4.033580 0.09 -0.15 0.06
P 0.074620 0.021275 -1.625901 0.20 0.04 -0.09
N 2.563214 -0.127584 1.433499 0.37 0.21 0.10
C -1.201473 0.629325 -2.801176 -0.08 0.02 0.15
C -3.178759 1.574618 -4.518584 -0.01 0.02 0.02
C -1.298092 0.134827 -4.092485 -0.01 -0.03 -0.05
C -3.088197 2.069565 -3.221823 -0.01 -0.02 -0.04
C -2.101295 1.604652 -2.369158 0.01 0.01 -0.01
C -2.282413 0.611148 -4.951975 0.03 -0.02 0.01
C -0.902375 -0.798268 -0.311307 -0.13 0.07 0.01
C 3.263466 -2.322578 0.860586 0.08 -0.02 0.03
C 4.563786 -2.038691 1.230565 -0.02 -0.02 -0.02
C -2.174300 -0.668227 1.738320 0.01 -0.02 -0.03
C -2.344247 -2.044415 1.719081 0.00 0.02 0.02
C -1.803932 -2.796835 0.683080 0.01 -0.03 -0.02
C 4.839733 -0.772139 1.719784 0.02 0.01 0.01
C -1.081400 -2.180330 -0.328627 -0.03 0.02 0.02
C -1.463004 -0.048593 0.720227 -0.03 0.07 0.00
C 3.818697 0.151922 1.816640 -0.04 -0.11 -0.04
C 2.287714 -1.344221 0.968925 -0.21 -0.01 -0.07
H 5.838066 -0.500295 2.033510 0.00 0.00 0.00
H -0.593438 -0.622225 -4.414846 0.01 0.01 0.00
H -2.344058 0.226076 -5.963068 0.00 0.00 0.00
H -1.311066 1.021977 0.772270 -0.03 -0.01 -0.03
H -2.555469 -0.063224 2.551488 0.00 -0.02 0.02
H 3.972279 1.141046 2.222227 0.00 0.02 -0.01
H 1.263879 -1.535705 0.680323 0.02 0.01 0.04
H -3.945278 1.946439 -5.188562 0.00 0.00 0.00
H -2.011841 2.015937 -1.370793 0.01 -0.01 0.00
H -1.927716 -3.873485 0.671591 0.00 0.00 0.00
H -0.625882 -2.762124 -1.120093 0.01 -0.01 -0.01
H -2.883339 -2.534514 2.521191 0.00 0.00 0.00
H 5.339155 -2.787817 1.142534 0.00 0.00 0.01
H -3.781102 2.826903 -2.876744 0.00 0.00 0.00

4.
50
Properties=species:S:1:pos:R:3:forces:R:3 method="wB97M-V/def2-TZVPD" spin_multiplicity=1 smiles=NC[C@H](CO)NCO.O.O.O.O.O.O.O.O.O.O lumo_energy_ev=0.09 e_tot_ha=-1183.9805 relative_energy_kj_mol=317.9 homo_lumo_gap_ev=9.4805
O 1.948854 2.021755 -3.712616 0.03 0.26 -0.35
O 3.593348 1.912574 -1.673472 0.01 0.33 1.04
O -1.834959 -1.421345 2.370302 0.33 -0.13 0.01
O -0.555810 -1.454880 -1.822926 0.85 -0.13 -0.72
O -3.417835 1.958676 0.482864 -0.10 0.06 0.19
O -0.635171 1.262693 -2.989204 -0.03 -0.04 0.21
O -4.140647 -0.417079 1.531093 -0.47 0.29 -0.04
O -3.063118 -2.303865 -0.948122 -1.17 -0.64 1.91
O -0.050197 0.570833 3.958956 0.71 0.30 0.40
O -0.847237 1.856957 -0.397831 0.07 0.87 0.13
O 3.897849 -2.996801 0.047040 0.07 -0.04 -0.29
O 0.445350 -2.778937 2.351419 -0.08 -0.10 -0.45
N 1.261140 -1.205330 -0.210467 -0.20 0.11 -1.15
N 1.707476 2.293108 0.955175 0.62 0.06 -0.51
C 1.019144 0.239511 -0.075716 -0.50 -0.18 2.06
C -0.475515 0.578058 0.131614 -0.65 -0.69 -1.23
C 1.696777 0.828876 1.202792 0.55 0.14 -1.00
C 0.818361 -1.771276 -1.475517 -0.60 -0.31 0.33
H 2.355565 2.450378 0.177334 -0.31 0.00 -0.06
H 3.750221 1.966513 -2.616947 -0.16 -0.30 -0.23
H 1.278268 2.443856 -4.257168 0.15 -0.06 -0.19
H 1.524321 -1.471367 -2.261946 -0.40 0.07 -0.03
H -2.502252 2.103689 0.164276 -0.28 -0.01 -0.10
H -2.275412 -2.613647 -1.382520 0.28 0.80 -0.89
H 0.902939 -1.752720 0.555173 -0.13 0.06 0.56
H 2.677569 0.364127 1.298785 0.38 0.19 0.03
H -0.665788 -0.006899 3.516292 -0.68 -0.36 -0.28
H 3.696031 1.011028 -1.360459 0.30 -0.16 -0.38
H 3.088824 -2.563307 -0.253318 -0.02 0.22 0.15
H 2.140996 2.844843 1.686412 -0.27 -0.32 0.47
H -1.094862 -0.088144 -0.455355 0.11 -0.16 -0.03
H 1.426215 1.719987 -2.962343 0.01 -0.10 -0.03
H -0.208026 2.539716 -0.127545 0.24 -0.31 0.48
H -4.433081 -0.841938 0.720937 -0.05 -0.13 -0.03
H 1.433624 0.776956 -0.941565 -0.23 -0.29 0.06
H -0.833522 0.417533 1.145886 0.52 0.59 0.38
H -0.714787 1.565997 -2.051534 -0.23 -0.04 -0.29
H 1.161645 0.630139 2.127023 -0.20 -0.14 -0.21
H -0.486185 -2.460986 2.354693 0.50 0.00 0.18
H 3.715117 -3.216611 0.960793 -0.06 -0.05 0.22
H -1.039808 1.949471 -3.525695 -0.11 -0.04 0.00
H 0.687234 -3.002717 3.249896 -0.05 0.04 0.16
H -0.519966 1.366223 4.217095 -0.22 -0.05 -0.05
H -4.019571 2.534115 0.011491 0.15 0.26 -0.19
H -0.535338 -0.889923 -2.603480 -0.22 0.29 0.01
H -2.557413 -1.899871 2.784345 -0.25 0.12 0.09
H -2.233218 -1.099272 1.545230 -0.25 0.01 0.20
H -3.598144 -1.627243 -1.355641 0.71 0.00 -0.91
H -4.231069 0.540811 1.347375 0.44 -0.48 0.00
H 0.742060 -2.864285 -1.432888 0.89 0.17 0.40